# 1
Here is a single C3H5NO2 molecule from the Open Molecules 2025 dataset. Energies are from the ωB97M-V functional and the def2-TZVPD basis.

Multiplicity   1
Lowest unoccupied orbital energy   0.88 eV
Calculated total energy   -322.52788 Eh
Structure (SMILES)   C/N=C\OC=O
Highest occupied orbital energy   -10.202 eV

Geometry as XYZ:
```
11
Properties=species:S:1:pos:R:3:nbo_charge:R:1
O 0.044 -0.280 -0.895 -0.528
O -1.585 -0.332 -2.485 -0.554
N -0.466 0.578 1.212 -0.419
C -0.465 -0.555 -2.121 0.654
C -0.802 0.325 0.034 0.366
C 0.854 0.254 1.713 -0.454
H 0.322 -1.021 -2.730 0.129
H 0.739 -0.418 2.570 0.212
H 1.524 -0.208 0.980 0.189
H -1.786 0.562 -0.355 0.194
H 1.310 1.174 2.088 0.212
```

# 2
Here is a single C3H5NO2 molecule in a non-equilibrium geometry from the Open Molecules 2025 dataset. Energies are from the ωB97M-V functional and the def2-TZVPD basis.

Multiplicity   1
Lowest unoccupied orbital energy   0.60 eV
Calculated total energy   -322.49804 Eh
Structure (SMILES)   O=C1NC[C@@H]1O
Highest occupied orbital energy   -9.431 eV

Geometry as XYZ:
```
11
Properties=species:S:1:pos:R:3:nbo_charge:R:1
O -2.317 -0.711 0.981 -0.555
O 0.116 -0.101 -1.979 -0.701
N -0.207 0.286 1.350 -0.644
C 0.029 -0.445 -0.624 0.038
C 0.655 0.612 0.242 -0.253
C -1.219 -0.364 0.629 0.671
H 0.479 1.618 -0.158 0.192
H 0.549 -0.805 -2.483 0.483
H 1.718 0.417 0.352 0.191
H -0.289 0.921 2.135 0.402
H 0.484 -1.426 -0.445 0.177
```

# 3
Here is a single C3H5NO2 molecule from the Open Molecules 2025 dataset. Energies are from the ωB97M-V functional and the def2-TZVPD basis.

Multiplicity   1
Lowest unoccupied orbital energy   0.99 eV
Calculated total energy   -322.41510 Eh
Structure (SMILES)   C[C@]12NO[C@H]1O2
Highest occupied orbital energy   -9.790 eV

Geometry as XYZ:
```
11
Properties=species:S:1:pos:R:3:nbo_charge:R:1
O 1.308 0.191 0.682 -0.495
O 1.014 0.947 -1.498 -0.379
N -0.181 1.321 -0.715 -0.303
C 1.172 -0.177 -0.679 0.295
C -1.093 -0.701 0.720 -0.643
C 0.000 0.108 0.104 0.283
H -0.738 -1.730 0.820 0.234
H 1.723 -1.039 -1.031 0.194
H 0.158 2.122 -0.173 0.350
H -1.398 -0.346 1.710 0.228
H -1.964 -0.696 0.059 0.237
```

# 4
Here is a single C3H5NO2 molecule in a non-equilibrium geometry from the Open Molecules 2025 dataset. Energies are from the ωB97M-V functional and the def2-TZVPD basis.

Multiplicity   1
Lowest unoccupied orbital energy   0.87 eV
Calculated total energy   -322.52339 Eh
Structure (SMILES)   CC(=O)C(N)=O
Highest occupied orbital energy   -9.642 eV

Geometry as XYZ:
```
11
Properties=species:S:1:pos:R:3:nbo_charge:R:1
O -1.807 1.110 0.754 -0.574
O -0.437 -0.317 -1.298 -0.525
N 0.151 2.027 0.003 -0.834
C -0.127 -0.416 -0.123 0.478
C -0.673 0.974 0.352 0.634
C 0.505 -1.779 0.251 -0.704
H -0.315 2.927 0.040 0.397
H -0.068 -2.388 0.956 0.244
H 1.544 -1.759 0.602 0.238
H 0.735 1.918 -0.817 0.399
H 0.493 -2.297 -0.719 0.247
```

Question: The highest lowest unoccupied orbital energy belongs to which entry?
Answer: number 3